Density functional theory data (ωB97M-V/def2-TZVPD) for a cluster of 5 separate species, C2H15NO4 in total in a non-equilibrium geometry.

The calculation puts the gap between HOMO and LUMO (alpha / beta) at 0.350 / 0.164 Eh. Its expectation value of S² is 0.7551. As for the multiplicity: 2. For the relative energy (zero: lowest compared OMol25 entry of this formula, charge and spin), the calculation gives 266.6 kJ/mol. Its net charge is +1. The value obtained for the total energy is -11986.41356 eV.

Last column: natural (NBO) charge in e.
Cartesian coordinates (Å):
O -0.7256 4.2580 0.2938  -0.93
O 3.7829 -3.9963 -3.4947  -0.93
O 2.0004 -1.9460 -0.2936  -0.90
O -2.0129 -1.5174 -1.8506  -0.98
N -0.1760 0.2626 0.6236  -0.23
C -2.1936 1.1452 2.0088  -0.60
C -0.5814 1.0326 1.9525  -0.34
H -2.6557 1.4357 2.9649  0.27
H -0.2086 -0.7625 0.8077  0.43
H -0.1564 4.7361 -0.2878  0.49
H -0.0746 0.8096 2.9195  0.30
H -2.5276 0.1592 1.7372  0.23
H 3.8219 -2.9766 -3.5568  0.47
H -2.7021 -1.0743 -2.4392  0.49
H -1.9237 -2.4426 -2.1435  0.49
H 0.5738 0.7436 0.1240  0.43
H 4.4310 -4.2445 -2.8615  0.47
H -0.6985 3.3618 0.1400  0.44
H -2.3614 1.9757 1.1905  0.24
H 2.8624 -1.4624 -0.3662  0.48
H 1.7121 -1.6144 0.5801  0.43
H -0.1864 2.1170 1.9514  0.25